60
Properties=species:S:1:pos:R:3:forces:R:3 method="wB97M-V/def2-TZVPD" e_tot_ha=-1298.2211 molar_mass_g_mol=406.534 relative_energy_kj_mol=105.52 gap_ev=8.39 lumo_energy_ev=0.2
C -5.618 -1.734 -0.458 0.2 0.2 0.2
C -4.599 -0.752 0.103 0.0 0.0 -0.3
C -3.832 -0.047 -1.019 -0.4 -0.3 0.2
N -2.873 0.888 -0.503 0.6 0.1 0.2
C -1.713 0.607 0.125 0.0 0.3 0.1
C -1.145 1.807 0.492 -0.1 -0.2 0.0
C 0.148 2.015 1.200 0.0 0.0 0.0
N 1.105 2.787 0.406 -0.1 0.1 0.0
C 1.272 2.342 -0.961 0.0 -0.2 -0.2
C 2.002 0.996 -1.078 0.0 0.3 0.0
C 3.368 1.117 -0.409 -0.4 0.4 0.3
N 4.157 -0.100 -0.465 0.0 -0.5 -0.2
N 5.476 0.054 -0.561 0.6 0.6 0.0
C 6.007 -1.151 -0.579 -0.3 -0.1 0.0
C 5.015 -2.129 -0.492 -0.3 0.1 0.1
C 3.834 -1.415 -0.409 0.4 -0.2 0.1
N 2.534 -1.938 -0.372 0.0 -0.2 -0.3
C 1.655 -1.803 0.665 0.1 -0.1 0.0
O 1.903 -1.173 1.672 0.0 -0.1 0.0
C 0.337 -2.465 0.445 -0.3 -0.1 0.0
C -0.217 -2.641 -0.821 0.1 0.0 0.1
C -1.470 -3.212 -0.954 -0.1 -0.1 -0.1
C -2.179 -3.612 0.167 0.0 0.0 -0.1
C -1.638 -3.427 1.430 0.0 0.0 0.0
C -0.390 -2.850 1.569 0.1 0.1 0.0
C 3.218 1.604 1.035 -0.1 0.2 -0.1
C 2.395 2.900 1.057 0.2 0.0 0.1
C -2.060 2.782 0.033 0.2 -0.4 0.1
C -1.938 4.256 0.165 -0.1 0.0 0.0
N -3.090 2.202 -0.560 -0.5 0.5 -0.3
H -6.350 -1.214 -1.073 -0.1 0.0 -0.1
H -6.144 -2.239 0.348 -0.1 -0.1 0.0
H -5.127 -2.484 -1.074 0.0 -0.1 -0.1
H -3.888 -1.281 0.742 0.0 0.1 0.0
H -5.104 0.000 0.712 0.1 0.0 0.0
H -4.522 0.521 -1.647 0.1 -0.1 0.0
H -3.313 -0.790 -1.634 -0.1 0.1 0.0
H -1.381 -0.401 0.270 0.1 -0.3 0.0
H 0.538 1.031 1.500 0.0 0.1 0.1
H -0.027 2.597 2.113 0.1 -0.1 0.0
H 1.843 3.115 -1.486 0.0 0.0 -0.1
H 0.287 2.270 -1.428 0.1 0.0 -0.1
H 2.114 0.718 -2.128 0.0 -0.1 0.0
H 1.393 0.243 -0.582 0.0 0.0 -0.1
H 3.969 1.852 -0.960 -0.1 -0.2 0.0
H 7.069 -1.276 -0.655 0.2 0.0 0.0
H 5.128 -3.194 -0.485 0.0 -0.2 0.0
H 2.345 -2.658 -1.054 0.0 0.1 0.1
H 0.308 -2.302 -1.704 0.0 0.0 -0.1
H -1.897 -3.342 -1.938 0.0 0.0 -0.1
H -3.155 -4.060 0.057 -0.1 0.0 0.0
H -2.194 -3.727 2.306 0.0 0.0 0.1
H 0.043 -2.684 2.544 0.0 0.0 0.1
H 2.730 0.832 1.630 0.1 0.0 0.0
H 4.206 1.787 1.459 0.0 0.0 0.0
H 2.951 3.688 0.538 0.0 0.0 0.1
H 2.235 3.221 2.089 0.1 0.1 0.0
H -0.931 4.568 -0.106 0.0 0.1 0.0
H -2.667 4.745 -0.475 0.0 0.1 0.0
H -2.118 4.555 1.197 0.0 0.1 0.1

=====

62
Properties=species:S:1:pos:R:3:forces:R:3 method="wB97M-V/def2-TZVPD" e_tot_ha=-1771.5883 molar_mass_g_mol=454.600 relative_energy_kj_mol=435.39 gap_ev=8.51 lumo_energy_ev=0.6
C 1.716 3.600 -2.238 0.1 0.0 0.2
C 1.719 3.749 -0.721 -0.1 0.0 -0.1
C 0.344 3.519 -0.093 0.1 -0.2 0.0
C -0.078 2.042 -0.136 0.0 0.5 -0.3
C 0.676 1.245 0.870 0.0 -0.6 0.2
N 1.621 1.641 1.690 -0.5 0.9 -0.7
N 1.992 0.577 2.389 0.6 -0.3 0.7
N 1.335 -0.450 2.052 -0.3 -1.2 0.1
N 0.474 -0.082 1.092 0.3 1.6 0.5
C -0.325 -1.006 0.386 0.3 -0.8 -0.9
S 0.542 -1.391 -1.214 -0.2 -0.2 0.3
O 0.172 -2.718 -1.610 0.1 -0.3 0.2
O 0.259 -0.310 -2.124 0.2 0.3 0.0
C 2.256 -1.315 -0.718 -0.7 0.0 -0.2
C 2.768 -2.351 0.038 0.1 -0.2 0.0
C 4.042 -2.235 0.562 -0.1 0.0 -0.1
C 4.796 -1.084 0.348 -0.1 0.0 -0.1
C 6.145 -0.933 0.972 0.0 0.0 0.1
C 4.262 -0.061 -0.430 -0.1 -0.1 0.0
C 2.991 -0.171 -0.963 0.0 0.1 0.0
N -1.495 1.774 0.053 0.0 0.0 0.0
C -2.309 1.997 -1.127 0.0 -0.1 -0.1
C -3.776 1.704 -0.752 0.0 0.0 -0.1
N -3.868 0.831 0.393 -0.2 0.1 0.0
C -3.734 -0.543 0.243 -0.2 -0.2 0.0
C -3.432 -1.147 -0.983 -0.1 0.2 0.0
C -3.326 -2.521 -1.092 0.0 -0.1 0.1
C -3.521 -3.335 0.009 0.0 -0.2 -0.1
C -3.852 -2.755 1.222 0.1 0.0 0.0
C -3.966 -1.384 1.339 0.1 0.1 0.1
C -3.346 1.478 1.582 0.0 0.2 0.2
C -2.111 2.344 1.234 -0.1 0.0 0.0
H 2.712 3.779 -2.635 0.1 0.0 -0.1
H 1.036 4.320 -2.689 -0.1 0.1 -0.1
H 1.404 2.604 -2.547 0.0 -0.1 -0.1
H 2.046 4.760 -0.469 0.1 0.0 0.1
H 2.430 3.054 -0.272 0.1 0.1 0.0
H 0.366 3.851 0.946 -0.1 0.1 0.0
H -0.400 4.113 -0.629 -0.1 0.0 0.0
H 0.164 1.625 -1.122 0.0 0.1 0.2
H -0.412 -1.935 0.945 0.0 0.0 0.0
H -1.299 -0.586 0.136 0.2 -0.1 0.0
H 2.165 -3.230 0.202 0.0 -0.2 0.1
H 4.450 -3.036 1.159 0.1 -0.1 0.1
H 6.039 -0.440 1.938 0.1 0.0 0.1
H 6.797 -0.322 0.352 0.1 0.0 0.0
H 6.611 -1.901 1.136 0.1 0.0 0.0
H 4.839 0.835 -0.604 0.1 0.1 0.0
H 2.560 0.615 -1.563 0.0 0.2 -0.1
H -1.948 1.318 -1.904 0.0 0.1 -0.1
H -2.228 3.030 -1.507 0.0 0.0 0.0
H -4.280 2.637 -0.474 0.0 -0.1 -0.1
H -4.320 1.273 -1.592 0.0 0.1 0.0
H -3.256 -0.551 -1.863 0.0 0.1 -0.1
H -3.070 -2.954 -2.047 0.0 0.0 -0.1
H -3.427 -4.406 -0.079 0.0 -0.1 0.0
H -4.035 -3.375 2.087 0.0 0.0 0.1
H -4.261 -0.962 2.288 0.0 0.1 0.1
H -4.125 2.108 2.030 0.1 -0.1 0.1
H -3.057 0.719 2.308 0.0 0.1 0.0
H -1.399 2.322 2.060 0.0 0.1 0.0
H -2.410 3.393 1.074 0.1 0.0 0.0

=====

69
Properties=species:S:1:pos:R:3:forces:R:3 method="wB97M-V/def2-TZVPD" e_tot_ha=-6505.8974 molar_mass_g_mol=814.582 relative_energy_kj_mol=0.00 gap_ev=9.08 lumo_energy_ev=0.2
In -0.515 0.237 0.310 -0.3 0.0 0.2
O 1.945 -1.093 2.971 -0.2 0.1 0.0
C 0.838 -1.243 2.486 -0.1 0.2 0.0
O -0.078 -0.319 2.349 0.4 -0.2 0.0
C 0.458 -2.631 1.958 -0.1 0.1 -0.2
C -1.025 -2.752 1.592 0.2 -0.2 -0.1
C -1.402 -4.220 1.366 0.1 0.1 -0.1
C -0.754 -4.502 -0.016 0.0 0.1 0.1
C -0.091 -3.157 -0.316 0.0 -0.1 0.2
O -1.040 -2.219 0.237 0.1 0.0 0.1
C 1.146 -2.940 0.583 -0.1 0.1 0.1
C 1.962 -1.825 -0.056 0.0 -0.1 0.0
O 3.029 -2.082 -0.595 -0.2 0.1 0.1
O 1.399 -0.648 -0.145 0.2 -0.2 0.1
H 0.754 -3.351 2.717 0.1 -0.1 0.0
H -1.698 -2.180 2.221 0.0 0.1 0.0
H -2.483 -4.344 1.335 0.0 0.0 0.0
H -1.004 -4.855 2.158 0.0 0.0 0.0
H -1.511 -4.721 -0.768 0.0 0.0 0.0
H -0.031 -5.317 -0.001 0.0 0.0 0.0
H 0.071 -2.945 -1.371 0.0 0.1 0.0
H 1.783 -3.818 0.619 0.0 -0.1 0.0
Cl -3.352 -1.254 -1.416 0.2 0.1 -0.1
C -3.706 -0.328 0.006 0.1 0.2 0.3
C -2.716 0.421 0.656 0.0 0.0 0.1
C -3.144 1.188 1.748 -0.2 -0.3 -0.4
Cl -2.032 2.215 2.588 0.2 -0.1 0.0
C -4.465 1.194 2.194 0.1 0.1 0.1
Cl -4.938 2.175 3.529 0.0 0.0 0.0
C -5.407 0.398 1.556 -0.1 0.0 0.0
Cl -7.031 0.361 2.119 0.0 0.0 0.0
C -5.031 -0.361 0.455 0.1 0.0 -0.1
Cl -6.207 -1.336 -0.341 0.0 0.0 0.0
C -0.536 4.499 -0.270 0.0 0.0 0.1
C 0.281 4.191 0.984 -0.1 -0.1 -0.1
As 1.068 2.406 0.891 0.0 0.1 -0.1
C 1.972 2.212 2.597 0.0 0.1 0.0
C 2.815 3.419 2.994 0.0 -0.1 0.0
C 2.518 2.773 -0.370 0.1 -0.3 0.0
C 3.673 1.774 -0.278 -0.1 0.1 0.1
H -1.076 5.440 -0.161 0.0 0.0 0.0
H -1.271 3.715 -0.465 0.0 0.0 0.0
H 0.103 4.580 -1.152 0.0 0.0 0.0
H -0.345 4.244 1.873 0.0 0.0 0.0
H 1.100 4.899 1.109 0.0 0.0 0.0
H 2.557 1.298 2.524 0.0 -0.1 0.0
H 1.193 1.998 3.327 0.0 0.0 0.0
H 3.542 3.682 2.222 0.0 0.0 0.0
H 3.372 3.193 3.904 0.0 0.0 0.0
H 2.198 4.296 3.191 0.0 0.0 0.0
H 2.863 3.789 -0.178 0.0 0.1 0.0
H 2.062 2.760 -1.360 0.0 0.0 0.0
H 4.228 1.900 0.654 0.0 0.0 0.0
H 4.372 1.920 -1.104 0.0 0.0 0.0
H 3.322 0.743 -0.306 0.0 0.0 0.0
C 2.329 -1.739 -3.477 0.0 0.1 0.0
N 1.558 -0.695 -2.822 -0.1 -0.2 -0.2
C 0.327 -0.340 -3.180 0.2 -0.1 -0.1
S -0.551 0.857 -2.302 0.0 0.0 -0.1
N -0.181 -0.913 -4.279 -0.3 0.1 0.0
C -1.503 -0.676 -4.849 0.1 0.0 0.1
H 3.298 -1.793 -2.992 0.0 0.0 0.0
H 2.471 -1.507 -4.536 0.0 0.0 0.0
H 1.862 -2.725 -3.376 0.0 0.0 0.0
H 1.804 -0.471 -1.858 0.1 0.2 0.0
H 0.364 -1.646 -4.701 0.0 0.0 0.0
H -1.922 0.227 -4.420 0.0 0.0 0.0
H -2.175 -1.508 -4.636 0.0 0.0 0.0
H -1.415 -0.556 -5.927 0.0 0.0 0.0

=====

66
Properties=species:S:1:pos:R:3:forces:R:3 method="wB97M-V/def2-TZVPD" e_tot_ha=-2277.4012 charge=+1 molar_mass_g_mol=511.616 gap_ev=8.20 lumo_energy_ev=-2.4
Ca -0.493 -0.295 1.802 0.0 0.1 0.8
N -2.481 0.376 -1.693 0.0 0.0 0.0
C -2.145 1.661 -1.078 0.2 0.0 -0.1
C -3.195 2.764 -1.228 0.0 0.0 -0.1
C -2.981 4.004 -0.359 -0.1 0.1 0.1
C -1.583 4.630 -0.337 0.2 0.0 -0.1
N -0.890 4.642 -1.634 0.0 0.0 0.0
C 0.302 4.101 -1.881 0.1 0.0 0.1
N 0.914 4.393 -3.040 -0.1 0.0 0.0
N 0.894 3.291 -1.015 -0.1 0.0 0.0
C -1.791 1.365 0.376 0.0 0.0 -0.2
O -0.715 1.845 0.863 0.1 0.3 -0.2
O -2.492 0.546 1.002 -0.3 0.0 -0.1
H -2.750 0.495 -2.662 0.0 0.0 0.0
H -3.263 -0.036 -1.193 0.0 0.0 0.0
H -1.225 1.997 -1.557 0.0 0.0 0.0
H -4.181 2.354 -0.999 0.0 0.0 0.1
H -3.219 3.043 -2.286 0.0 0.0 0.0
H -3.211 3.765 0.683 0.0 0.0 0.0
H -3.713 4.761 -0.648 0.0 0.0 -0.1
H -0.936 4.112 0.364 -0.1 0.0 0.0
H -1.648 5.664 0.004 0.0 0.0 0.0
H -1.274 5.211 -2.371 -0.1 0.0 0.0
H 0.599 5.156 -3.613 0.0 0.0 0.0
H 1.754 3.919 -3.318 0.0 0.0 0.0
H 0.372 2.839 -0.249 0.0 -0.1 -0.1
H 1.799 2.911 -1.245 0.0 0.0 0.0
O -0.148 -1.006 -0.349 0.1 -0.1 0.1
C 0.857 -2.038 -0.560 -0.3 0.1 -0.3
C 1.627 -2.266 0.785 0.0 -0.1 0.0
O 2.506 -3.102 0.745 0.1 0.1 0.1
O 1.249 -1.564 1.794 0.2 -0.2 -0.3
C 1.778 -1.497 -1.643 0.0 0.0 0.0
C 2.998 -0.903 -1.340 0.0 0.0 0.0
C 3.747 -0.288 -2.336 0.0 0.0 0.0
C 3.285 -0.262 -3.644 0.0 0.0 0.0
C 2.073 -0.863 -3.958 0.0 0.0 0.0
C 1.329 -1.479 -2.961 0.0 0.0 0.0
C 0.160 -3.336 -0.944 0.1 0.0 0.0
C -1.201 -3.522 -0.734 0.0 0.0 0.0
C -1.810 -4.731 -1.056 0.1 0.1 0.0
C -1.057 -5.764 -1.587 0.0 0.0 0.0
C 0.305 -5.584 -1.794 0.0 0.0 0.0
C 0.911 -4.382 -1.475 0.0 0.0 0.0
H -0.714 -0.868 -1.132 0.0 0.0 0.1
H 3.385 -0.940 -0.329 0.0 0.0 0.0
H 4.708 0.149 -2.091 0.0 0.0 0.0
H 3.879 0.202 -4.422 0.0 0.0 0.0
H 1.717 -0.873 -4.980 0.0 0.0 0.0
H 0.394 -1.967 -3.214 0.0 0.0 0.0
H -1.805 -2.723 -0.325 0.0 0.0 0.0
H -2.872 -4.856 -0.887 0.0 0.0 0.0
H -1.525 -6.707 -1.838 0.0 0.0 0.0
H 0.901 -6.390 -2.205 0.0 0.0 0.0
H 1.976 -4.257 -1.622 0.0 0.0 0.0
C 1.762 -1.575 6.167 -0.1 0.1 0.1
N 0.703 -0.560 6.254 0.1 0.0 -0.2
C 0.279 -0.062 7.561 0.0 -0.1 -0.1
C 0.059 -0.245 5.165 -0.2 0.0 0.1
N -0.508 0.013 4.186 0.2 0.0 0.1
H 2.654 -1.199 6.666 0.0 0.0 0.0
H 1.985 -1.767 5.120 0.0 0.0 0.0
H 1.431 -2.499 6.642 0.0 0.0 0.0
H 1.148 0.320 8.094 0.0 0.0 0.0
H -0.183 -0.864 8.138 0.0 0.0 0.0
H -0.437 0.743 7.423 0.0 0.0 0.0